1.
The following is a DFT calculation (wB97M-V/def2-TZVPD) of one molecule with the formula C4H9N2O3P.

Its HOMO energy is -9.0 eV. Its LUMO energy is 0.90 eV. Its total energy is -834.3558 Ha. The net charge is 0. As for the energy above the lowest of the compared OMol25 structures with the same formula, charge and spin: 65.40 kcal per mole.

Positions of all 19 atoms, in Å:
C (2.617, -0.400, 1.736)
O (1.407, 0.169, 1.296)
C (1.158, -0.003, -0.109)
O (-0.148, -0.398, -0.267)
P (-1.229, -0.031, 0.988)
N (-2.318, 0.850, -0.034)
C (-2.359, 2.008, -0.296)
N (-2.270, 3.060, -0.855)
O (-2.010, -1.412, 0.960)
C (-2.647, -2.045, -0.132)
H (3.541, 0.109, 1.495)
H (2.832, -1.417, 1.326)
H (2.372, -0.449, 2.748)
H (1.866, -0.832, -0.464)
H (1.210, 1.021, -0.655)
H (-2.607, 4.009, -0.832)
H (-2.354, -3.119, -0.381)
H (-2.553, -1.546, -1.165)
H (-3.774, -1.960, -0.109)

=====

2.
The following is a DFT calculation (wB97M-V/def2-TZVPD) of one molecule with the formula C4H9N2O5P.

Its HOMO energy is -9.3 eV. Its LUMO energy is 0.28 eV. Its total energy is -984.9107 Ha. The net charge is 0. As for the energy above the lowest of the compared OMol25 structures with the same formula, charge and spin: 22.60 kcal per mole.

Positions of all 21 atoms, in Å:
C (-0.941, -2.835, 0.919)
C (0.249, 0.043, 0.810)
C (-1.092, -1.667, 1.850)
C (0.116, -0.800, 1.786)
N (0.902, 0.417, -2.154)
N (-0.659, 2.500, -1.427)
O (-0.975, -3.973, 1.283)
O (-0.799, -2.532, -0.391)
O (-0.701, 0.315, -0.208)
O (2.155, 2.636, -1.074)
O (1.175, 0.960, 0.525)
P (0.520, 1.418, -0.950)
H (-1.854, -0.970, 1.729)
H (-1.105, -2.158, 2.836)
H (-0.919, -1.619, -0.587)
H (0.877, -1.004, 2.511)
H (1.848, 0.772, -2.593)
H (1.189, -0.384, -1.695)
H (-1.497, 2.418, -0.966)
H (-0.464, 3.378, -1.989)
H (1.975, 3.085, -0.217)

=====

3.
The following is a DFT calculation (wB97M-V/def2-TZVPD) of an isolated ion of composition C4H9N2OS and charge +1.

Its HOMO energy is -14.0 eV. Its LUMO energy is -4.13 eV. Its total energy is -740.3542 Ha. The net charge is +1. As for the energy above the lowest of the compared OMol25 structures with the same formula, charge and spin: 118.47 kcal per mole.

Positions of all 17 atoms, in Å:
C (0.627, 2.668, 0.197)
O (0.914, 1.334, -0.099)
C (-0.057, 0.435, -0.145)
S (-2.143, 0.250, -0.622)
N (-3.344, 0.767, 0.140)
C (-1.251, -1.443, -0.274)
N (0.061, -0.862, -0.105)
C (1.287, -1.626, 0.032)
H (1.452, 3.349, -0.240)
H (0.437, 2.818, 1.235)
H (-0.317, 2.925, -0.350)
H (-3.546, 0.542, 1.075)
H (-1.098, -2.098, -1.115)
H (-1.577, -1.830, 0.653)
H (0.993, -2.588, -0.412)
H (1.982, -1.216, -0.707)
H (1.721, -1.474, 1.068)

=====

4.
The following is a DFT calculation (wB97M-V/def2-TZVPD) of C4H9N2OS as an isolated structure.

Its HOMO energy is -13.0 eV. Its LUMO energy is -4.00 eV. Its total energy is -740.4087 Ha. The net charge is +1. As for the energy above the lowest of the compared OMol25 structures with the same formula, charge and spin: 84.23 kcal per mole.

Positions of all 17 atoms, in Å:
C (0.938, -0.688, -0.986)
C (0.253, 0.620, -0.591)
C (-0.420, 0.083, 0.694)
C (-0.179, 0.677, 2.047)
N (0.772, -1.250, 0.235)
N (-0.529, 1.094, -1.825)
O (1.312, -1.161, -2.021)
S (0.851, -2.782, 0.795)
H (0.946, 1.432, -0.311)
H (-1.426, -0.281, 0.549)
H (-0.384, -0.176, 2.806)
H (-0.849, 1.541, 2.318)
H (0.901, 1.034, 2.292)
H (-1.310, 0.332, -1.839)
H (0.185, 0.956, -2.529)
H (-0.906, 1.941, -1.588)
H (-0.156, -3.373, -0.046)

=====

5.
The following is a DFT calculation (wB97M-V/def2-TZVPD) of one molecule with the formula C4H9N2P.

Its HOMO energy is -7.9 eV. Its LUMO energy is 0.15 eV. Its total energy is -608.4864 Ha. The net charge is 0. As for the energy above the lowest of the compared OMol25 structures with the same formula, charge and spin: 118.24 kcal per mole.

Positions of all 16 atoms, in Å:
C (3.713, -0.547, 0.388)
C (2.694, 0.033, -0.236)
C (1.314, 0.350, 0.197)
C (0.287, 0.483, -0.689)
P (-1.541, 0.322, 0.077)
N (-3.142, 0.895, -0.060)
N (-4.111, -0.200, -0.192)
H (4.660, -0.821, -0.133)
H (3.609, -0.873, 1.466)
H (2.936, 0.129, -1.329)
H (1.116, 0.464, 1.259)
H (0.449, 0.545, -1.756)
H (-0.952, 0.367, 1.449)
H (-1.600, -0.999, -0.200)
H (-4.696, -0.331, 0.683)
H (-4.736, 0.184, -0.924)

=====

6.
The following is a DFT calculation (wB97M-V/def2-TZVPD) of an isolated ion of composition C4H9N2S and charge +1.

Its HOMO energy is -13.2 eV. Its LUMO energy is -4.56 eV. Its total energy is -665.1736 Ha. The net charge is +1. As for the energy above the lowest of the compared OMol25 structures with the same formula, charge and spin: 74.52 kcal per mole.

Positions of all 16 atoms, in Å:
C (2.398, -1.031, -1.456)
N (1.232, -1.254, -1.069)
C (0.521, -0.770, 0.260)
S (0.835, -1.559, 1.663)
C (-0.682, 0.092, -0.038)
C (-0.284, 1.585, 0.185)
N (-1.794, -0.139, 0.828)
H (2.696, -1.557, -2.317)
H (3.087, -0.381, -0.913)
H (-1.052, 0.091, -1.207)
H (0.658, 1.866, -0.325)
H (-1.126, 2.160, -0.015)
H (-0.193, 1.598, 1.282)
H (-2.263, 0.709, 1.005)
H (-1.433, -0.708, 1.690)
H (-2.601, -0.704, 0.425)

=====

7.
The following is a DFT calculation (wB97M-V/def2-TZVPD) of C4H9N2S as an isolated structure.

Its HOMO energy is -13.4 eV. Its LUMO energy is -5.86 eV. Its total energy is -665.1581 Ha. The net charge is +1. As for the energy above the lowest of the compared OMol25 structures with the same formula, charge and spin: 84.24 kcal per mole.

Positions of all 16 atoms, in Å:
C (2.418, 0.171, -0.063)
C (0.145, -0.624, 0.403)
C (-2.018, -1.655, 0.868)
C (0.153, 2.191, -1.235)
N (1.326, -0.255, 0.399)
N (-0.573, -1.590, 0.853)
S (-1.136, 1.264, -0.429)
H (2.754, -0.082, -1.062)
H (3.059, 0.760, 0.575)
H (-2.338, -2.625, 0.490)
H (-2.426, -0.868, 0.241)
H (-2.390, -1.529, 1.886)
H (0.910, 2.516, -0.524)
H (-0.361, 3.072, -1.625)
H (0.580, 1.635, -2.064)
H (-0.104, -2.382, 1.287)

=====

8.
The following is a DFT calculation (wB97M-V/def2-TZVPD) of a 2-piece molecular cluster, C4H9N2S overall.

Its HOMO energy is -14.1 eV. Its LUMO energy is -4.24 eV. Its total energy is -665.1605 Ha. The net charge is +1. As for the energy above the lowest of the compared OMol25 structures with the same formula, charge and spin: 82.71 kcal per mole.

Positions of all 16 atoms, in Å:
C (0.926, 0.454, -0.060)
C (-1.863, -0.401, -0.618)
C (2.395, -1.430, 0.001)
C (-1.592, 1.717, 0.607)
N (1.097, -0.849, -0.126)
N (-1.147, 0.492, -0.025)
S (1.537, 1.887, 0.172)
H (-1.481, -1.132, -1.186)
H (-2.940, -0.525, -0.404)
H (2.479, -1.915, 0.982)
H (2.373, -2.119, -0.805)
H (-0.917, 1.809, 1.390)
H (-1.672, 2.422, -0.272)
H (-2.581, 1.518, 0.938)
H (0.248, -1.292, -0.419)
H (3.137, -0.636, -0.175)

=====

9.
The following is a DFT calculation (wB97M-V/def2-TZVPD) of C4H9N2S as an isolated structure.

Its HOMO energy is -14.6 eV. Its LUMO energy is -3.69 eV. Its total energy is -665.2236 Ha. The net charge is +1. As for the energy above the lowest of the compared OMol25 structures with the same formula, charge and spin: 43.14 kcal per mole.

Positions of all 16 atoms, in Å:
C (0.543, -0.682, -1.369)
C (-0.348, 0.411, 0.204)
C (-1.545, -0.029, 1.016)
C (0.470, 1.822, 0.966)
N (0.567, -0.701, -0.056)
N (1.179, -1.546, -2.157)
S (-0.634, 0.504, -1.628)
H (-1.906, -0.812, 0.438)
H (-2.248, 0.754, 1.386)
H (-1.127, -0.421, 1.973)
H (-0.381, 2.103, 1.566)
H (0.845, 2.474, 0.245)
H (1.153, 1.407, 1.626)
H (1.232, -1.021, 0.606)
H (1.414, -2.479, -1.742)
H (0.785, -1.783, -3.075)

=====

10.
The following is a DFT calculation (wB97M-V/def2-TZVPD) of an isolated ion of composition C4H9N2S2 and charge +1.

Its HOMO energy is -13.3 eV. Its LUMO energy is -4.68 eV. Its total energy is -1063.3590 Ha. The net charge is +1. As for the energy above the lowest of the compared OMol25 structures with the same formula, charge and spin: 66.18 kcal per mole.

Positions of all 17 atoms, in Å:
C (1.264, -0.151, -1.651)
C (0.533, -1.069, -0.603)
C (0.270, 0.404, 1.177)
C (-1.724, -0.375, 0.093)
N (0.945, 0.965, -2.080)
N (-0.262, -0.348, 0.272)
S (-0.512, 1.706, 2.063)
S (1.973, 0.369, 1.430)
H (1.950, -0.554, -2.358)
H (0.059, -1.690, -1.317)
H (1.131, -1.712, -0.021)
H (-2.080, -0.105, 1.155)
H (-1.932, 0.404, -0.666)
H (-2.124, -1.396, -0.118)
H (0.367, 1.674, -1.685)
H (0.217, 1.511, 3.290)
H (2.004, 1.568, 2.194)